No. 1
Formula: C32H37ClN2Si2Ti
Source: the OMol25 dataset
Level of theory: wB97M-V/def2-TZVPD

The calculation puts the energy above the lowest of the compared OMol25 structures with the same formula, charge and spin at 81.5 kJ/mol. The charge is +1. The value obtained for the orbital gap (spin up / spin down) is 6.3 / 6.4 eV. The total energy is -88154.0875 eV. As for the HOMO energy (spin up / spin down): -0.3523 / -0.3524 Ha. The multiplicity is 2.

Last column: Löwdin spin population.
Atoms and positions in Å:
C -2.78903 -4.01981 2.17423  0.02
C -2.12115 -3.81149 0.91352  0.01
C -0.82775 -3.25286 1.18868  0.01
H -2.47811 -4.11323 -0.06707  0.00
C -0.68616 -3.12018 2.60857  0.00
C -1.89841 -3.59499 3.21937  0.00
H -2.05557 -3.73666 4.28844  0.00
H -3.75572 -4.49625 2.32491  0.00
H -0.03955 -3.06534 0.46629  0.00
H 0.21905 -2.81251 3.12608  0.00
Ti -2.31347 -1.82768 1.89339  0.90
Si 2.42656 1.16885 -1.58597  0.00
C 1.91485 2.31424 -2.95843  0.00
C 1.57834 3.63635 -2.64301  0.00
H 1.58512 3.96338 -1.60323  0.00
C 1.22010 4.51796 -3.66303  0.00
H 0.94563 5.54108 -3.39934  0.00
C 1.20727 4.07537 -4.98773  0.00
H 0.93434 4.76917 -5.77926  0.00
C 1.52434 2.74857 -5.30144  0.00
H 1.49490 2.40773 -6.33799  0.00
C 1.86706 1.85551 -4.28434  0.00
H 2.09466 0.80992 -4.50438  0.00
C 3.66249 2.10165 -0.53833  0.00
C 4.90853 2.45344 -1.08188  0.00
H 5.15616 2.17065 -2.10542  0.00
C 5.82215 3.17568 -0.30933  0.00
H 6.77140 3.48061 -0.75868  0.00
C 5.52256 3.51186 1.01469  0.00
H 6.23562 4.05930 1.62961  0.00
C 4.28803 3.14718 1.55858  0.00
H 4.03584 3.39610 2.59205  0.00
C 3.34854 2.47697 0.77295  0.00
H 2.36451 2.24011 1.18722  0.00
H 3.08564 -0.00496 -2.19397  0.00
Si 0.32483 0.91484 -0.44143  0.00
C 1.24172 -0.24368 0.72428  0.00
C 2.01361 -1.27265 0.15139  0.00
H 1.95823 -1.49497 -0.92172  0.00
C 2.93858 -1.99373 0.91999  0.00
H 3.55398 -2.76300 0.44394  0.00
C 3.08620 -1.71634 2.27493  0.00
H 3.79377 -2.28432 2.88449  0.00
C 2.31407 -0.70826 2.86792  0.00
H 2.44246 -0.47137 3.92373  0.00
C 1.36982 -0.00955 2.10572  0.00
H 0.73921 0.75018 2.57673  0.00
C -0.63034 0.00846 -1.77366  0.00
C -0.59919 -1.37432 -1.98915  0.00
H -0.24258 -2.04758 -1.20741  0.00
C -0.97225 -1.88880 -3.23829  0.00
H -0.84118 -2.95085 -3.44927  0.00
C -1.47311 -1.03698 -4.22459  0.00
H -1.74468 -1.43889 -5.20284  0.00
C -1.64362 0.32307 -3.95206  0.00
H -2.04932 0.98919 -4.71287  0.00
C -1.26339 0.83860 -2.71041  0.00
H -1.39159 1.89555 -2.47223  0.00
H -0.28098 2.20235 -0.05965  0.00
Cl -1.79722 0.38151 1.24242  0.00
N -2.90942 -0.99000 3.74185  0.01
C -4.37566 -0.98207 4.06171  0.01
C -5.24679 -1.45904 2.90655  0.01
C -5.01457 -0.79790 1.54995  0.01
N -4.05342 -1.61389 0.71693  0.01
H -2.55940 -0.02271 3.71104  0.00
H -2.39172 -1.38110 4.54232  0.00
H -4.52652 -1.64020 4.92955  0.00
H -4.64565 0.03919 4.36332  0.00
H -5.19834 -2.55421 2.82258  0.00
H -6.28199 -1.23625 3.18795  0.00
H -5.95487 -0.76534 0.98418  0.00
H -4.62190 0.22762 1.61697  0.00
H -4.51947 -2.47766 0.40117  0.00
H -3.79608 -1.12064 -0.15178  0.00

Force components x, y, z for each atom (eV/Å):
1.0 -0.3 0.3
0.7 -0.4 1.0
0.2 -1.2 0.5
-0.1 0.3 0.2
-0.3 -1.5 -0.1
0.6 -1.2 -0.9
-0.1 0.3 -0.4
0.2 0.3 -0.1
-0.3 0.2 0.3
-0.3 0.2 -0.2
-0.1 3.1 -1.2
-0.8 1.3 -0.1
0.4 -0.2 -0.4
-0.1 -0.1 -0.7
0.1 0.0 -0.2
0.0 -0.1 0.2
0.1 -0.2 -0.3
0.0 -0.1 0.0
0.1 -0.1 0.1
-0.1 0.0 0.1
0.0 0.2 0.3
-0.2 0.7 0.1
0.0 0.3 0.0
0.1 -0.2 0.1
0.0 0.2 0.6
0.0 0.1 0.2
0.0 0.0 -0.2
-0.3 -0.1 0.3
-0.3 -0.2 0.0
-0.1 -0.1 -0.2
-0.1 0.1 -0.1
0.2 0.0 -0.3
0.4 0.1 -0.1
0.4 0.1 -0.1
-0.1 -0.2 0.0
1.8 -1.0 -1.1
-0.4 -0.4 0.9
0.5 -0.2 0.3
0.0 0.2 0.5
-0.3 0.0 -0.2
-0.3 0.2 0.2
-0.1 0.2 0.4
-0.1 0.3 -0.3
-0.2 -0.2 -0.2
0.0 -0.1 -0.2
0.3 -0.3 -0.1
0.3 -0.2 -0.1
-0.7 0.3 0.5
0.1 0.0 -0.6
0.1 0.3 -0.4
-0.1 0.1 0.3
-0.2 0.2 0.1
0.0 0.1 0.0
0.1 0.1 0.3
-0.1 0.0 0.2
0.0 -0.2 0.2
0.3 -0.4 -0.4
0.1 -0.2 -0.3
0.2 0.0 0.1
-0.8 -0.5 0.6
0.3 0.5 1.4
0.2 0.1 0.3
-0.5 0.1 0.2
-0.1 -0.2 -0.9
-0.8 -0.1 -0.5
-0.3 -0.3 -0.2
-0.4 0.1 -0.5
-0.1 0.3 -0.3
-0.1 -0.3 -0.1
0.0 0.3 -0.1
0.1 -0.1 0.1
0.1 0.2 0.3
-0.1 -0.4 0.1
0.2 0.5 0.3
-0.1 0.0 0.5

***

No. 2
Formula: C32H37CrN6O3PSSeSi
Source: the OMol25 dataset
Level of theory: wB97M-V/def2-TZVPD

The calculation puts the energy above the lowest of the compared OMol25 structures with the same formula, charge and spin at 0.0 kJ/mol. The charge is +1. The value obtained for the orbital gap (spin up / spin down) is 6.6 / 6.5 eV. The total energy is -170633.0301 eV. As for the HOMO energy (spin up / spin down): -0.3567 / -0.3494 Ha. The multiplicity is 2.

Last column: Löwdin spin population.
Atoms and positions in Å:
Cr -1.84669 -1.06613 0.82708  1.20
O -2.24621 -2.94528 1.71336  -0.03
C -1.89273 -2.92305 0.54362  -0.09
C -1.58861 -3.90864 -0.47643  -0.02
C -1.94811 -5.25279 -0.48023  -0.01
C -1.63642 -5.99719 -1.60647  0.00
C -0.99597 -5.39932 -2.69137  -0.01
C -0.64273 -4.05557 -2.67771  0.00
C -0.93231 -3.30409 -1.54943  -0.01
P -0.62368 -1.52905 -1.22235  -0.03
C -0.71705 -0.80790 -2.88557  -0.01
C -1.90106 -0.22376 -3.32619  0.00
C -2.00117 0.24674 -4.62689  0.00
C -0.92810 0.13351 -5.49543  0.00
C 0.24984 -0.46397 -5.06782  0.00
C 0.35513 -0.93526 -3.77087  0.00
C 1.15427 -1.44759 -0.81704  0.00
C 1.84411 -0.25314 -1.01307  0.00
C 3.18613 -0.15871 -0.68164  0.00
C 3.84776 -1.24100 -0.11949  0.00
C 3.16137 -2.42672 0.10559  0.00
C 1.82222 -2.53247 -0.24810  0.00
H -2.47061 -5.68874 0.35978  0.00
H -1.90279 -7.04369 -1.65153  0.00
H -0.77778 -5.99443 -3.56782  0.00
H -0.16967 -3.60579 -3.54046  0.00
H -2.73567 -0.12671 -2.64656  0.00
H -2.92282 0.70317 -4.95982  0.00
H -1.00681 0.50943 -6.50606  0.00
H 1.08654 -0.56368 -5.74504  0.00
H 1.28146 -1.39539 -3.44935  0.00
H 1.33177 0.60408 -1.43565  0.00
H 3.71635 0.76695 -0.86070  0.00
H 4.89244 -1.16101 0.14634  0.00
H 3.67206 -3.27495 0.54166  0.00
H 1.30138 -3.47295 -0.09529  0.00
C 1.52044 -2.94346 3.98238  0.00
C 0.20330 -2.31221 4.22502  0.00
N -0.48776 -2.36288 5.32253  0.00
N -1.60271 -1.61974 5.06169  0.00
C -1.62975 -1.12128 3.82507  0.00
S -2.71615 -0.15532 2.95078  -0.01
N -0.45903 -1.54996 3.30079  0.01
N -0.12238 -1.21090 1.98506  0.00
H 1.79898 -3.51765 4.86189  0.00
H 2.28597 -2.18709 3.79950  0.00
H 1.48277 -3.61663 3.12408  0.00
H -2.32478 -1.52662 5.75720  0.00
H 0.13703 -0.16448 2.01243  0.00
H 0.67899 -1.76529 1.68926  0.00
C -3.91941 3.03555 -2.36812  0.00
Si -3.97978 2.74898 -0.52173  0.00
C -3.17321 4.13949 0.44042  0.00
C -5.69485 2.33788 0.08745  0.00
Se -2.69363 0.90102 -0.16177  0.00
H -4.36191 3.99553 -2.63999  0.00
H -4.47567 2.25198 -2.88447  0.00
H -2.88831 3.01634 -2.72106  0.00
H -3.82018 5.01736 0.48244  0.00
H -2.23293 4.43351 -0.02678  0.00
H -2.97563 3.81649 1.46210  0.00
H -6.38014 3.16915 -0.09152  0.00
H -5.68219 2.12782 1.15664  0.00
H -6.08267 1.46111 -0.43079  0.00
O 6.31517 3.39930 -0.69091  0.00
C 5.95280 3.92276 0.56171  0.00
N 4.53358 3.81803 0.82231  0.00
C 4.01229 2.80366 1.55603  0.00
O 4.68819 1.92033 2.05145  0.00
C 2.52137 2.80431 1.71780  0.00
C 1.71855 3.93824 1.71671  0.00
C 0.35641 3.79990 1.93198  0.00
C -0.16195 2.53231 2.13281  0.00
N 0.60344 1.43921 2.13123  0.00
C 1.90890 1.57932 1.94297  0.00
H 6.37190 2.44091 -0.61334  0.00
H 6.22840 4.97623 0.54900  0.00
H 6.46949 3.41416 1.37553  0.00
H 3.91055 4.41235 0.30103  0.00
H 2.14581 4.92289 1.57546  0.00
H -0.29833 4.65850 1.95086  0.00
H -1.21690 2.36885 2.31327  0.00
H 2.52005 0.68514 1.97058  0.00

Force components x, y, z for each atom (eV/Å):
-0.3 -0.6 0.5
-0.3 -0.1 -0.2
0.1 0.1 -0.1
-0.1 0.1 0.0
0.1 0.0 -0.1
0.0 0.1 0.0
0.0 0.0 0.0
0.1 0.0 0.1
-0.1 -0.1 0.0
-0.1 0.1 -0.1
0.0 0.1 0.0
-0.1 -0.1 0.0
0.0 0.0 0.0
0.0 0.0 0.0
0.0 0.0 0.0
0.1 0.0 0.0
0.0 -0.1 -0.1
-0.1 0.1 0.0
0.0 0.0 0.0
0.0 0.0 0.0
0.0 0.1 0.0
0.0 -0.1 0.0
0.0 0.0 0.0
0.0 0.0 0.0
0.0 0.0 0.0
0.0 0.0 0.0
0.0 0.0 0.0
0.0 0.0 0.0
0.0 0.0 0.0
0.0 0.0 0.0
0.0 0.0 0.0
0.0 0.0 0.0
0.0 0.0 0.0
0.0 0.0 0.0
0.0 0.0 0.0
0.0 0.0 0.0
0.0 0.0 0.0
0.1 0.0 0.2
0.1 0.0 -0.1
-0.1 0.1 0.0
0.0 0.2 0.0
0.0 -0.2 0.2
-0.2 0.0 0.0
0.4 0.6 0.1
0.0 0.0 0.0
0.0 0.0 0.0
0.0 0.0 0.0
0.0 0.0 0.0
0.2 -0.3 0.0
0.0 0.0 0.0
-0.1 0.0 0.1
0.1 -0.2 0.3
-0.2 0.0 -0.1
0.1 0.2 -0.1
0.1 0.2 -0.7
0.0 0.0 0.0
0.0 0.0 0.0
0.0 0.0 0.0
0.0 0.1 0.0
0.1 0.0 0.0
0.0 0.0 0.0
0.0 0.0 0.0
0.0 0.0 0.0
0.0 0.0 0.0
0.0 -0.1 0.0
0.1 0.1 0.1
0.0 0.1 0.1
0.0 0.0 -0.1
0.0 -0.1 0.0
-0.1 0.0 0.1
0.0 -0.1 -0.1
0.0 0.0 0.0
0.0 0.0 0.0
0.0 0.0 0.0
0.1 0.1 0.0
0.0 0.0 0.0
0.0 -0.1 0.0
-0.1 0.1 0.0
0.0 0.0 0.0
0.0 0.0 0.0
0.0 0.0 0.0
0.0 0.0 -0.1
0.0 0.0 0.0